Record 1
The following is a quantum chemistry calculation of a structure of composition C22H17N12O2STl, from the Open Molecules 2025 dataset.

Cartesian coordinates (Å):
Tl 1.18139 -0.17868 0.45575
C 2.97689 3.01501 -0.09618
O 1.81462 2.25156 -0.39308
C 0.59671 2.86567 -0.26087
C 0.40941 4.17330 0.15169
C -0.88812 4.66391 0.28052
C -1.97984 3.85651 0.02186
C -1.79232 2.53789 -0.37443
C -0.50927 2.04661 -0.53371
N -0.22168 0.70453 -0.89401
N -1.12536 0.10685 -1.59193
C -1.07552 -1.15178 -1.98287
C 0.03988 -2.06618 -1.79676
O 1.13865 -1.74628 -1.27183
C -0.10966 -3.41606 -2.29245
C -1.22302 -3.81392 -2.93086
C -2.33076 -2.92883 -3.18300
C -3.45867 -3.37868 -3.88172
C -4.50888 -2.52792 -4.13653
C -4.44045 -1.20719 -3.68958
C -3.34064 -0.75159 -2.99471
C -2.26232 -1.60418 -2.72742
H 3.04765 3.87958 -0.75794
H 3.82226 2.35482 -0.27002
H 2.97439 3.34551 0.94508
H 1.25258 4.81149 0.36889
H -1.03633 5.68723 0.59902
H -2.98267 4.24297 0.14212
H -2.62958 1.87807 -0.55369
H 0.72579 -4.08042 -2.11810
H -1.30420 -4.83631 -3.28332
H -3.49031 -4.40769 -4.21913
H -5.37858 -2.87616 -4.67712
H -5.26105 -0.52950 -3.88719
H -3.30014 0.27196 -2.65189
N 1.53968 -2.91060 2.66502
C 0.30598 -2.29647 2.70672
N -0.67610 -2.66974 3.50304
N -1.67667 -1.80576 3.23744
N -1.32587 -0.95122 2.34750
N -0.05377 -1.24269 1.97103
C 2.68470 -2.40038 2.10275
N 3.88692 -2.88873 2.32929
N 4.72540 -2.10871 1.61413
N 4.09090 -1.18154 1.00541
N 2.76890 -1.34441 1.28195
H 1.67227 -3.68385 3.29622
S 1.30516 2.37107 4.53921
C 2.91384 2.10963 4.01689
C 2.91388 1.55605 2.78103
N 1.66068 1.34248 2.26145
C 0.72032 1.71572 3.08896
H 3.76401 2.35331 4.63053
H 3.78473 1.24473 2.22275
H -0.33580 1.59899 2.88411

Want to see where the charge sits? The Löwdin charges in e are: Tl 1.111; C -0.055; O -0.173; C -0.251; C -0.012; C -0.075; C -0.077; C -0.004; C -0.201; N -0.067; N 0.120; C -0.127; C -0.315; O -0.072; C 0.012; C 0.006; C -0.172; C -0.033; C -0.080; C -0.072; C -0.022; C -0.094; H 0.106; H 0.106; H 0.085; H 0.110; H 0.107; H 0.107; H 0.114; H 0.124; H 0.122; H 0.113; H 0.103; H 0.104; H 0.101; N 0.156; C -0.462; N 0.045; N -0.075; N -0.069; N -0.083; C -0.447; N 0.052; N -0.066; N -0.057; N -0.092; H 0.148; S 1.078; C -0.359; C -0.241; N -0.099; C -0.449; H 0.077; H 0.109; H 0.085

---

Record 2
The following is a quantum chemistry calculation of a cluster of 3 separate species, C5H11N4O in total in a non-equilibrium geometry, from the Open Molecules 2025 dataset.

Cartesian coordinates (Å):
C -0.13336 -2.46747 1.19882
C -0.93011 -2.92411 2.17621
C -0.30883 -1.02154 1.27656
C 0.29356 1.43281 0.65424
C 0.29059 0.00505 0.65654
N -1.63715 -1.98384 2.82873
N -1.31430 -0.87428 2.29759
N 1.64443 -0.81917 -0.67391
N 0.20043 2.30818 -4.75288
O -0.41374 1.94984 1.80556
H 0.44049 -3.10597 0.63117
H -0.93303 -3.98237 2.38102
H 1.32202 2.07278 0.61964
H -0.21609 1.76566 -0.25721
H -1.71785 0.03469 2.55436
H 1.98747 -1.63935 -0.21624
H 2.38716 -0.15383 -0.70824
H 0.28159 1.54058 -4.11566
H 0.07629 2.49252 -5.76751
H 0.00792 3.15979 -4.27773
H -1.32749 2.21003 1.68895

Calculated values
total charge: +1

Want to see where the charge sits? The Löwdin charges in e are: C 0.072; C -0.083; C -0.167; C -0.196; C 0.112; N 0.162; N 0.091; N 0.149; N -0.001; O -0.047; H 0.106; H 0.135; H 0.210; H 0.151; H 0.185; H 0.005; H 0.017; H -0.013; H 0.041; H -0.027; H 0.100

---

Record 3
The following is a quantum chemistry calculation of a cluster of 2 separate species, BrHO3PS in total in a non-equilibrium geometry, from the Open Molecules 2025 dataset.

Cartesian coordinates (Å):
O 0.37003 2.97797 -0.96060
O -1.93362 2.56856 -0.27380
O 0.21940 -3.42270 0.44904
P 0.50765 -2.21742 -0.35537
S -0.48095 2.48958 0.06257
Br -0.38977 -0.43964 0.96308
H 1.70725 -1.95634 0.11508

Calculated values
total charge: -1

Want to see where the charge sits? The Löwdin charges in e are: O -0.464; O -0.502; O -0.716; P 0.213; S 0.691; Br -0.014; H -0.209

---

Record 4
The following is a quantum chemistry calculation of an isolated molecule of C5H12FN in a non-equilibrium geometry, from the Open Molecules 2025 dataset.

Cartesian coordinates (Å):
C 1.04985 -0.49290 -1.34396
C 1.35592 -0.75963 1.13334
C -1.19088 1.75205 0.17752
C -1.56196 -0.74858 -0.06577
C 0.85210 0.16695 0.06544
N -0.78673 0.40579 0.48232
F 1.46441 1.33118 0.22987
H 0.39800 -0.17587 -2.13072
H 0.99251 -1.56507 -1.29833
H 2.18956 -0.38090 -1.51492
H 2.46850 -1.05897 1.07626
H 0.61475 -1.65372 1.14590
H 1.28870 -0.14852 2.01473
H -0.45405 2.53700 0.26104
H -1.49080 1.84942 -0.87242
H -2.00973 1.99112 0.83273
H -1.39797 -1.60433 0.69337
H -2.57416 -0.37124 0.13114
H -1.20802 -1.07379 -1.01752

Calculated values
SMILES string: CN(C)C(C)(C)F

Want to see where the charge sits? The Löwdin charges in e are: C -0.027; C -0.048; C -0.134; C -0.091; C -0.546; N -0.177; F 0.043; H 0.064; H 0.063; H 0.118; H 0.113; H 0.102; H 0.070; H 0.073; H 0.079; H 0.073; H 0.095; H 0.086; H 0.043

---

Record 5
The following is a quantum chemistry calculation of a cluster of 2 separate species, C5H9N4 in total in a non-equilibrium geometry, from the Open Molecules 2025 dataset.

Cartesian coordinates (Å):
C -1.57266 -1.47609 -0.21065
C 1.68957 -0.22657 -0.05796
C -1.80142 0.93421 0.82453
C -2.16554 0.89136 -0.65655
C -1.27906 -0.07354 -0.13018
N -1.73926 -2.62008 -0.32029
N 2.88630 0.14674 -0.50501
N 1.51905 -1.09000 0.94200
N 0.61104 0.21604 -0.70130
H -1.26194 1.85767 1.33487
H -2.53701 0.51435 1.54410
H -3.16658 0.63164 -1.20321
H -1.68220 1.77610 -1.10999
H 3.65952 -0.08861 0.15205
H 3.04915 1.02278 -0.98212
H 2.21450 -1.59135 1.51266
H 0.77449 -1.80380 0.79527
H 0.80206 0.97915 -1.22822

Calculated values
total charge: +1

Want to see where the charge sits? The Löwdin charges in e are: C -0.145; C -0.507; C -0.043; C -0.095; C -0.248; N 0.223; N 0.193; N 0.184; N 0.204; H 0.175; H 0.128; H 0.181; H 0.130; H 0.152; H 0.132; H 0.145; H 0.125; H 0.066

---

Record 6
The following is a quantum chemistry calculation of a cluster of 13 separate species, C44H75F3O22S4 in total in a non-equilibrium geometry, from the Open Molecules 2025 dataset.

Cartesian coordinates (Å):
F -0.08244 2.71123 4.21407
C -1.38075 2.92675 4.45202
C -1.74173 4.07859 5.14154
C -3.07585 4.48782 5.13576
C -4.04073 3.67277 4.45668
C -3.60234 2.59698 3.72646
C -2.29645 2.20024 3.77436
H -0.95521 4.66215 5.59678
H -3.27138 5.42359 5.63826
H -5.08857 3.91788 4.36523
H -4.18315 1.99651 3.04198
H -1.85863 1.38707 3.21447
F 4.10775 -0.87611 -2.11957
C 4.98868 0.06192 -2.51009
C 5.01385 0.41088 -3.81015
C 5.94097 1.38705 -4.20477
C 6.84940 1.97664 -3.35828
C 6.80584 1.54576 -2.03190
C 5.84213 0.64867 -1.57934
H 4.35123 -0.06175 -4.52004
H 6.07071 1.64617 -5.24517
H 7.60600 2.61712 -3.78692
H 7.58790 1.91536 -1.38523
H 5.81869 0.36366 -0.53789
F -0.42963 -5.29212 -2.86104
C 0.90209 -5.24150 -2.89525
C 1.74395 -6.19646 -3.58306
C 3.13423 -5.96637 -3.61178
C 3.76222 -4.93113 -2.86056
C 2.91686 -4.07909 -2.11285
C 1.52997 -4.28232 -2.09530
H 1.25837 -7.00087 -4.11555
H 3.77738 -6.63273 -4.16739
H 4.83207 -4.79820 -2.92495
H 3.26074 -3.18428 -1.61540
H 0.85989 -3.66900 -1.51114
C -2.01810 3.13594 -5.94441
S -3.17435 3.18244 -4.45427
O -4.58781 2.83048 -5.02975
C -2.66742 1.61111 -3.59151
H -1.87306 4.10627 -6.41930
H -2.33162 2.39885 -6.68366
H -1.01708 2.77617 -5.70646
H -3.48999 1.35161 -2.92507
H -1.75973 1.76935 -3.00914
H -2.64614 0.77599 -4.29167
C -3.00324 5.37037 1.31683
S -2.32565 3.94979 0.46941
O -3.47907 3.08830 0.06154
C -1.87754 4.84331 -1.04448
H -3.55459 5.09737 2.21660
H -3.56711 6.05139 0.67936
H -2.21474 6.02204 1.69326
H -1.17216 5.61371 -0.73299
H -2.75082 5.20032 -1.59039
H -1.37579 4.13111 -1.69956
C -7.32070 1.37468 -2.74097
S -6.50187 0.24298 -1.56402
O -5.28758 -0.44834 -2.25636
C -5.86536 1.62109 -0.46432
H -7.92083 2.09799 -2.18892
H -7.97670 0.87647 -3.45480
H -6.52907 1.92569 -3.24872
H -6.63737 2.23231 0.00313
H -5.18081 2.24390 -1.04016
H -5.29477 1.29850 0.40658
C -1.71005 -2.31013 -3.51680
S -0.46536 -1.96078 -4.83500
O -1.05803 -0.83265 -5.69865
C 0.83005 -1.15733 -3.70201
H -2.39287 -3.05411 -3.92710
H -1.96490 -1.26604 -3.33511
H -1.26776 -2.77817 -2.63736
H 1.82312 -1.22432 -4.14634
H 0.83536 -1.53519 -2.67962
H 0.65079 -0.08713 -3.59888
C 3.81037 4.25516 -2.90887
O 2.73374 4.29723 -1.96248
C 2.42459 3.45958 -1.06044
O 2.93203 2.37169 -0.90241
O 1.51194 4.17600 -0.22074
C 1.33642 3.72154 1.06806
H 4.83406 4.24956 -2.53454
H 3.72123 5.06092 -3.63750
H 3.63184 3.26808 -3.33535
H 0.68354 4.34268 1.68128
H 2.32851 3.63419 1.51103
H 0.80245 2.77518 0.98218
C 1.50592 -5.94053 4.17685
O 0.64444 -5.14829 3.39206
C 0.51031 -5.58760 2.02043
O 1.20571 -6.41441 1.49227
O -0.49779 -4.97801 1.31771
C -1.37976 -4.07957 1.89010
H 1.38604 -5.51711 5.17407
H 2.54560 -5.96746 3.85061
H 1.05807 -6.93378 4.20816
H -2.30635 -3.95167 1.33048
H -0.81661 -3.20417 2.21358
H -1.65423 -4.50419 2.85575
C 0.12197 -1.43457 4.65424
O 1.17813 -2.36069 5.10237
C 2.35214 -1.99512 5.32318
O 2.97624 -0.95525 5.09004
O 2.95689 -3.15876 5.61742
C 4.38615 -3.28200 5.58393
H 0.25291 -1.05676 3.64023
H 0.02838 -0.60960 5.36048
H -0.86639 -1.85278 4.84488
H 4.84827 -3.81863 6.41253
H 4.80401 -2.27743 5.64976
H 4.69249 -3.60563 4.58918
C 3.74511 1.77947 3.29249
O 5.13537 1.47416 2.99877
C 5.75783 2.26148 2.08020
O 6.96969 2.10592 1.79157
O 4.93639 3.24145 1.51971
C 5.56582 4.08506 0.51430
H 3.56512 2.83240 3.50938
H 3.47903 1.15130 4.14261
H 3.25611 1.40399 2.39361
H 4.70939 4.72388 0.29857
H 5.88098 3.44335 -0.30850
H 6.35976 4.73019 0.89053
C -4.80189 -4.00423 -1.65529
O -5.56662 -3.32875 -0.62130
C -5.45631 -3.77442 0.63342
O -4.82134 -4.81079 0.95660
O -6.07693 -2.95279 1.35897
C -5.81101 -3.06098 2.70194
H -3.77745 -3.74028 -1.39270
H -4.91030 -3.58163 -2.65417
H -5.08750 -5.04866 -1.78055
H -6.52424 -2.44376 3.24823
H -4.77792 -2.86557 2.98941
H -5.92115 -4.07700 3.08099
C -2.64527 -0.18544 0.07070
O -1.53479 -0.93293 0.55408
C -0.25132 -0.67439 0.13623
O 0.02441 -0.07086 -0.84483
O 0.62945 -1.22411 0.99760
C 2.00914 -1.06862 0.75996
H -3.09191 -0.95208 -0.56244
H -2.54485 0.65668 -0.61403
H -3.24450 0.18737 0.90138
H 2.28712 -0.26309 0.08029
H 2.49326 -1.95021 0.33979
H 2.52444 -1.03224 1.71978

Results of the Löwdin charge analysis, in e, for atoms 1 through 99: F 0.066; C -0.304; C -0.013; C -0.054; C -0.085; C -0.106; C -0.044; H 0.116; H 0.102; H 0.103; H 0.108; H 0.121; F 0.057; C -0.295; C -0.015; C -0.095; C -0.099; C -0.087; C 0.004; H 0.118; H 0.103; H 0.104; H 0.107; H 0.118; F 0.066; C -0.262; C 0.005; C -0.083; C -0.069; C -0.073; C -0.035; H 0.104; H 0.094; H 0.094; H 0.074; H 0.099; C -0.240; S 0.852; O -0.602; C -0.244; H 0.035; H 0.054; H 0.038; H 0.016; H 0.041; H 0.038; C -0.257; S 0.835; O -0.566; C -0.241; H 0.033; H 0.062; H 0.056; H 0.056; H 0.060; H 0.037; C -0.258; S 0.865; O -0.586; C -0.257; H 0.047; H 0.052; H 0.037; H 0.052; H 0.024; H 0.019; C -0.237; S 0.858; O -0.592; C -0.226; H 0.049; H 0.033; H 0.031; H 0.030; H 0.012; H 0.043; C 0.011; O 0.011; C -0.564; O 0.137; O -0.054; C -0.098; H 0.085; H 0.101; H 0.092; H 0.087; H 0.078; H 0.089; C -0.074; O -0.073; C -0.468; O 0.137; O -0.010; C -0.070; H 0.091; H 0.098; H 0.097; H 0.090; H 0.078

---

Number 1: HOMO level -8.279 eV. Number 2: HOMO level -11.480 eV. Number 3: HOMO level -3.755 eV. Number 4: HOMO level -8.352 eV. Number 5: HOMO level -14.711 eV. Number 6: HOMO level -8.545 eV.